1.
{
  "formula": "C2H3N4O3",
  "method": "wB97M-V/def2-TZVPD",
  "species": ["O", "C", "O", "N", "N", "N", "O", "C", "N", "H", "H", "H"],
  "coordinates": [[-1.169157, 2.806430, 0.315928], [-0.277985, 1.999943, 0.252856], [0.908675, 2.053619, 0.526014], [-0.619927, 0.724858, -0.647195], [-1.424892, -0.254310, 0.184233], [-0.805085, -1.361598, 0.352921], [-1.233558, -2.444408, 0.865987], [0.592048, -1.233519, -0.221308], [0.655944, 0.053941, -0.852262], [0.892840, -1.911471, -1.087442], [1.301692, -1.203355, 0.674037], [1.179404, 0.769870, -0.363770]],
  "forces_ev_per_angstrom": [[-1.277, 0.374, 0.554], [-1.019, 0.241, -1.548], [1.696, 0.045, 1.027], [-1.278, -2.682, 1.944], [0.692, 0.114, -0.378], [0.235, 1.810, -1.692], [0.381, 1.241, -0.340], [2.169, 0.305, -0.044], [-1.391, 0.113, -1.087], [-0.883, -0.315, 1.952], [-0.748, -0.923, -1.101], [1.423, -0.323, 0.713]],
  "smiles": "O=C([O-])N1N=[N+]([O-])CN1",
  "e_homo_ev": -4.372,
  "max_force_ev_per_a": 3.6,
  "e_above_lowest_ev": 1.174,
  "homo_lumo_gap_ev": 8.36,
  "total_charge": -1,
  "lumo_energy_ev": 3.99
}

2.
{
  "formula": "C9H16N2",
  "method": "wB97M-V/def2-TZVPD",
  "species": ["C", "N", "C", "C", "C", "H", "H", "H", "H", "H", "H", "H", "C", "C", "C", "N", "C", "C", "H", "H", "H", "H", "H", "H", "H", "H", "H"],
  "coordinates": [[2.621979, -0.726970, 0.134216], [1.799911, 0.191263, 0.036025], [1.738367, 1.127404, -0.942145], [2.038276, 0.906215, -2.200854], [1.846968, 2.050038, -3.223653], [3.294857, -1.259649, -0.710640], [2.635896, -1.206838, 1.103180], [1.166645, 1.988367, -0.645871], [2.613974, -0.038139, -2.379559], [2.045489, 2.923821, -2.603217], [2.524105, 1.910579, -4.049463], [0.832035, 2.088118, -3.544262], [-2.124703, 1.027063, 3.696503], [-1.329830, 0.569125, 2.525347], [-1.557866, 0.133493, 1.351780], [-1.854332, -0.221959, 0.187789], [-2.120717, -1.389346, -0.571578], [-1.135168, -2.603969, -0.283239], [-1.784720, 2.018769, 3.863427], [-3.147893, 1.073069, 3.537911], [-1.744313, 0.325385, 4.527161], [-0.280942, 0.774818, 2.748932], [-2.146512, -1.212511, -1.695130], [-3.217733, -1.640423, -0.329634], [-1.235609, -3.350950, -1.020056], [-0.090379, -2.270460, -0.177826], [-1.387785, -3.186312, 0.664855]],
  "forces_ev_per_angstrom": [[1.592, -2.823, -1.069], [0.041, 0.670, 2.099], [-1.453, 0.109, -1.177], [1.148, 0.197, -1.201], [0.742, -1.428, 1.740], [-1.024, 1.685, 1.599], [0.116, -0.680, 0.020], [0.077, 0.599, 0.050], [-0.836, 0.879, -0.508], [0.134, 0.383, -0.689], [0.165, 0.389, -0.314], [-0.748, -0.009, -0.500], [2.137, -1.799, 0.724], [1.947, 1.137, 1.610], [-2.042, -2.781, -5.153], [0.968, 2.630, 2.374], [-0.784, -2.045, 0.036], [-0.977, 0.653, 2.102], [0.223, 0.940, 0.710], [-2.023, -0.404, 0.014], [-1.271, 1.332, -0.702], [0.137, -0.343, -0.479], [0.374, 0.304, 1.442], [1.549, -0.096, -0.313], [0.079, -0.664, -1.275], [-0.456, 0.008, -0.273], [0.184, 1.156, -0.866]],
  "smiles": "C=N/C=C/C.CC=C=NCC",
  "e_homo_ev": -7.735,
  "max_force_ev_per_a": 6.2,
  "e_above_lowest_ev": 4.901,
  "homo_lumo_gap_ev": 8.45,
  "total_charge": 0,
  "lumo_energy_ev": 0.72
}

3.
{
  "formula": "C4H10NO2S",
  "method": "wB97M-V/def2-TZVPD",
  "species": ["C", "C", "C", "C", "N", "O", "O", "S", "H", "H", "H", "H", "H", "H", "H", "H", "H", "H"],
  "coordinates": [[2.514751, 0.074653, 0.249511], [1.687946, 0.902514, -0.764155], [-0.846807, -0.409273, -0.388276], [-2.940916, 0.474165, 0.384401], [-2.112693, -0.597803, -0.003527], [1.592299, -0.854591, 0.724165], [-0.233399, -1.424541, -0.979830], [-0.074079, 1.095685, -0.184497], [3.344614, -0.331058, -0.169176], [2.815123, 0.649066, 1.032807], [1.842653, 1.978919, -1.024778], [1.517978, 0.269491, -1.743499], [-2.422693, 1.102677, 1.208477], [-3.146707, 1.197565, -0.456297], [-3.731635, 0.231932, 0.926604], [-2.537208, -1.487846, 0.195233], [2.070958, -1.197441, 1.517734], [0.659815, -1.674119, -0.524895]],
  "forces_ev_per_angstrom": [[-3.306, 2.047, -1.638], [-1.844, -1.253, -2.251], [-0.244, -1.665, -0.108], [3.767, 5.040, -0.473], [1.236, 0.143, -0.398], [1.280, -2.026, 1.920], [0.614, -0.685, 1.124], [-0.099, 0.917, 0.300], [2.367, -1.437, -1.662], [0.905, 1.996, 2.267], [0.766, -1.115, 0.308], [0.761, 1.453, 1.652], [-0.235, -0.652, -1.382], [-0.068, -0.951, 0.830], [-3.925, -1.797, 1.519], [0.724, -0.739, -0.733], [-1.142, -0.322, -0.666], [-1.558, 1.048, -0.609]],
  "e_homo_ev": -14.122,
  "max_force_ev_per_a": 6.3,
  "e_above_lowest_ev": 1.484,
  "homo_lumo_gap_ev": 10.39,
  "total_charge": 1,
  "lumo_energy_ev": -3.73
}

4.
{
  "formula": "CH4O3",
  "method": "wB97M-V/def2-TZVPD",
  "species": ["C", "O", "O", "O", "H", "H", "H", "H"],
  "coordinates": [[1.396181, 0.562888, -0.806046], [1.074506, -0.188150, 0.124792], [-1.532218, -0.817540, 0.992481], [-1.877048, 0.113294, -0.114799], [0.666556, 1.264145, -1.192141], [2.402628, 0.532545, -1.281232], [-1.321051, -0.001503, 1.567304], [-0.809554, -1.465679, 0.709641]],
  "forces_ev_per_angstrom": [[-0.581, -1.911, 2.028], [1.262, 1.472, -2.007], [0.123, 0.517, 1.077], [-0.256, 0.143, -0.970], [-0.294, 0.358, -0.208], [-0.329, -0.088, 0.315], [0.594, -2.430, -0.891], [-0.520, 1.939, 0.655]],
  "e_homo_ev": -8.818,
  "max_force_ev_per_a": 2.8,
  "e_above_lowest_ev": 6.346,
  "homo_lumo_gap_ev": 9.26,
  "total_charge": 0,
  "lumo_energy_ev": 0.44
}

5.
{
  "formula": "C19H21N3O4S2",
  "method": "wB97M-V/def2-TZVPD",
  "species": ["C", "C", "N", "C", "O", "C", "C", "C", "C", "C", "S", "C", "N", "N", "C", "C", "C", "C", "O", "C", "C", "O", "C", "C", "O", "C", "C", "S", "H", "H", "H", "H", "H", "H", "H", "H", "H", "H", "H", "H", "H", "H", "H", "H", "H", "H", "H", "H", "H"],
  "coordinates": [[3.718150, 2.886939, -0.438982], [3.417881, 2.535300, 1.013247], [3.256112, 1.093784, 1.183071], [4.421474, 0.372050, 1.402871], [5.456133, 0.950633, 1.636107], [4.362925, -1.132510, 1.229991], [4.462907, -1.407840, -0.234740], [5.567501, -1.780676, -0.935081], [5.329840, -1.916625, -2.322189], [4.048752, -1.634201, -2.660548], [3.100690, -1.199904, -1.291618], [2.002588, 0.568833, 1.058986], [1.612287, -0.593864, 1.468999], [0.336657, -0.848047, 1.258386], [-0.323263, 0.099199, 0.683177], [-1.726354, 0.055351, 0.372816], [-2.364698, 1.129371, -0.244993], [-3.717237, 1.059458, -0.516052], [-4.440159, 2.047663, -1.108517], [-3.774027, 3.227810, -1.483822], [-4.465770, -0.091735, -0.176233], [-5.776356, 0.004259, -0.512108], [-6.712402, -0.982469, -0.143333], [-3.809248, -1.174039, 0.435823], [-4.550255, -2.286727, 0.741013], [-3.907805, -3.371110, 1.367575], [-2.451786, -1.085379, 0.705144], [0.691187, 1.499808, 0.324969], [4.645921, 2.412355, -0.749360], [3.824490, 3.963005, -0.541245], [2.916247, 2.551174, -1.092836], [2.508829, 3.033718, 1.356095], [4.254171, 2.837491, 1.647613], [3.443997, -1.539286, 1.648420], [5.234868, -1.553243, 1.732459], [6.522732, -1.956843, -0.474125], [6.083919, -2.210661, -3.029960], [3.590621, -1.652501, -3.629224], [-1.791360, 2.005991, -0.499929], [-4.536169, 3.862321, -1.933059], [-2.987504, 3.031418, -2.219953], [-3.341227, 3.740702, -0.618409], [-6.509291, -1.938265, -0.630175], [-7.673167, -0.597004, -0.484669], [-6.742420, -1.128079, 0.938476], [-3.116581, -3.789559, 0.738436], [-4.685976, -4.118920, 1.514284], [-3.490163, -3.086913, 2.338074], [-1.917637, -1.892229, 1.175150]],
  "forces_ev_per_angstrom": [[-0.031, -0.051, 0.212], [0.234, 0.380, -0.126], [0.244, 0.495, 0.123], [0.195, -0.487, 0.246], [0.114, 0.061, -0.013], [0.147, -0.027, 0.171], [-0.307, -0.091, -0.268], [-0.130, 0.027, 0.205], [-0.061, -0.003, -0.211], [-0.277, 0.153, 0.193], [0.501, -0.284, -0.110], [-1.152, 0.277, -0.242], [1.457, 0.257, 0.451], [-1.582, -0.463, -0.298], [1.039, 0.626, -0.061], [-1.092, -0.153, -0.169], [0.134, -0.115, 0.083], [-0.315, -0.192, 0.027], [-0.011, -0.347, 0.145], [0.114, 0.169, -0.048], [-0.019, 0.199, -0.073], [0.452, 0.105, -0.038], [-0.439, -0.309, 0.081], [-0.158, 0.044, -0.052], [-0.001, 0.492, -0.235], [0.098, -0.189, 0.103], [0.188, 0.176, -0.034], [0.166, -0.849, 0.382], [0.067, -0.029, -0.053], [0.023, 0.135, -0.063], [-0.020, -0.005, -0.121], [0.112, -0.060, 0.086], [-0.241, -0.014, -0.047], [0.276, -0.031, -0.003], [-0.054, 0.124, -0.029], [0.165, -0.013, 0.152], [0.103, -0.054, -0.150], [-0.038, -0.030, -0.237], [-0.050, 0.147, -0.077], [0.093, -0.006, 0.023], [-0.019, 0.002, 0.029], [-0.007, -0.024, -0.027], [-0.043, 0.097, 0.052], [0.055, -0.039, 0.037], [-0.010, 0.010, -0.085], [-0.015, 0.022, 0.034], [0.101, 0.012, 0.017], [0.002, -0.009, -0.042], [-0.004, -0.136, 0.062]],
  "smiles": "CCN(C(=O)Cc1cccs1)c1nnc(-c2cc(OC)c(OC)c(OC)c2)s1",
  "e_homo_ev": -7.747,
  "max_force_ev_per_a": 1.7,
  "e_above_lowest_ev": 3.611,
  "homo_lumo_gap_ev": 7.87,
  "total_charge": 0,
  "lumo_energy_ev": 0.13
}